Molecular formula: C21H24N2OP2V
Method: DFT, wB97M-V/def2-TZVPD

Results
total charge = +1
frontier orbital gap (spin up / spin down) = 7.004 / 5.405 eV
DFT total energy = -71449.5577 eV
spin multiplicity = 3
HOMO level (spin up / spin down) = -0.401 / -0.407 hartree
LUMO (spin up / spin down) = -3.90 / -5.66 eV

CARTESIAN COORDINATES (ANGSTROEM)
C (2.897, 3.500, -2.194)
C (2.241, 2.380, -1.663)
C (0.919, 2.158, -2.220)
C (0.784, 2.319, -3.615)
C (1.652, 3.206, -4.256)
C (2.618, 3.893, -3.512)
C (-0.322, 1.611, -4.357)
C (-1.455, 1.339, -3.390)
C (-1.452, 1.931, -2.116)
C (-2.686, 2.229, -1.469)
C (-3.791, 1.456, -1.825)
C (-3.695, 0.560, -2.894)
C (-2.573, 0.574, -3.727)
H (3.664, 4.024, -1.617)
H (1.533, 3.390, -5.327)
H (3.187, 4.699, -3.976)
H (-0.675, 2.290, -5.153)
H (-4.727, 1.582, -1.273)
H (-4.517, -0.118, -3.115)
H (-2.551, -0.012, -4.644)
N (-0.226, 2.059, -1.430)
V (-0.368, 1.986, 0.392)
C (2.959, 1.263, -0.948)
H (2.652, 1.142, 0.098)
H (4.052, 1.381, -1.009)
C (-2.783, 3.402, -0.492)
H (-2.170, 4.250, -0.845)
H (-3.825, 3.732, -0.407)
P (2.556, -0.305, -1.917)
P (-2.201, 2.994, 1.222)
C (-3.545, 2.047, 1.963)
H (-3.107, 1.245, 2.568)
H (-4.147, 2.700, 2.605)
H (-4.177, 1.590, 1.194)
C (-2.109, 4.585, 2.077)
H (-3.095, 4.882, 2.460)
H (-1.401, 4.460, 2.908)
H (-1.722, 5.353, 1.392)
C (4.231, -1.047, -1.998)
H (4.974, -0.400, -1.527)
H (4.225, -2.032, -1.520)
H (4.480, -1.153, -3.062)
C (1.770, -1.288, -0.586)
H (0.687, -1.299, -0.758)
H (2.144, -2.316, -0.650)
H (1.959, -0.871, 0.407)
C (-0.978, 0.341, 0.950)
O (-1.341, -0.712, 1.343)
H (0.022, 0.745, -4.865)
N (2.093, 2.300, 2.376)
C (1.178, 2.218, 1.641)

=====

Molecular formula: C21H24N2OS
Method: DFT, wB97M-V/def2-TZVPD

Results
total charge = 0
frontier orbital gap = 5.425 eV
DFT total energy = -38027.9627 eV
HOMO level = -0.239 hartree
LUMO = -1.07 eV

CARTESIAN COORDINATES (ANGSTROEM)
C (-2.846, -1.469, -4.045)
C (-2.155, -0.271, -3.434)
S (-0.471, -0.479, -3.246)
O (-2.797, 0.753, -3.109)
H (-3.895, -1.197, -4.179)
H (-2.396, -1.737, -5.019)
H (-2.750, -2.338, -3.375)
C (-4.242, -2.263, 3.703)
N (-4.145, -1.296, 2.639)
C (-5.351, -0.757, 2.027)
C (-4.820, 0.158, 0.896)
C (-3.347, -0.050, 0.910)
C (-3.019, -0.933, 1.973)
C (-1.699, -1.395, 2.156)
C (-0.726, -0.944, 1.287)
C (-1.014, 0.019, 0.259)
C (-0.063, 0.613, -0.606)
C (1.327, 0.745, -0.392)
C (2.131, 1.313, -1.427)
C (3.484, 1.452, -1.258)
C (4.091, 1.035, -0.039)
N (5.441, 1.206, -0.110)
C (6.424, 0.610, 0.757)
C (5.869, 1.683, -1.415)
C (4.545, 1.995, -2.152)
C (3.330, 0.531, 1.030)
C (1.962, 0.442, 0.861)
C (-2.366, 0.437, 0.094)
H (-3.359, -2.212, 4.353)
H (-5.148, -2.035, 4.274)
H (-4.333, -3.297, 3.332)
H (-5.972, -1.568, 1.624)
H (-5.934, -0.213, 2.784)
H (-5.238, -0.152, -0.066)
H (-5.103, 1.202, 1.079)
H (-1.464, -2.075, 2.977)
H (0.288, -1.320, 1.410)
H (-0.489, 1.125, -1.502)
H (1.648, 1.661, -2.338)
H (6.060, 0.555, 1.789)
H (6.712, -0.403, 0.432)
H (7.325, 1.234, 0.714)
H (6.524, 2.558, -1.296)
H (6.436, 0.889, -1.925)
H (4.532, 1.528, -3.141)
H (4.458, 3.082, -2.284)
H (3.813, 0.263, 1.970)
H (1.357, 0.166, 1.718)
H (-2.614, 1.145, -0.688)

=====

Molecular formula: C21H24N4O3
Method: DFT, wB97M-V/def2-TZVPD

Results
total charge = 0
frontier orbital gap = 8.677 eV
DFT total energy = -34270.4590 eV
SMILES = O=C(CCC(=O)N1CCOc2ccccc21)N1CCN(c2ccccn2)CC1
HOMO level = -0.292 hartree
LUMO = 0.73 eV

CARTESIAN COORDINATES (ANGSTROEM)
O (-2.143, -0.694, 1.999)
C (-2.085, -0.836, 0.788)
C (-3.265, -0.474, -0.097)
C (-3.113, 0.963, -0.628)
C (-3.349, 1.899, 0.547)
O (-4.457, 2.027, 1.024)
N (-2.272, 2.526, 1.105)
C (-2.372, 2.968, 2.485)
C (-1.421, 2.098, 3.302)
O (-0.081, 2.265, 2.865)
C (0.099, 2.470, 1.538)
C (1.413, 2.588, 1.088)
C (1.684, 2.842, -0.242)
C (0.641, 3.016, -1.139)
C (-0.667, 2.913, -0.703)
C (-0.956, 2.593, 0.620)
N (-0.966, -1.308, 0.193)
C (-0.711, -1.472, -1.221)
C (0.572, -0.717, -1.603)
N (1.685, -1.177, -0.803)
C (2.444, -2.217, -1.278)
C (3.482, -2.805, -0.536)
C (4.238, -3.796, -1.122)
C (3.965, -4.190, -2.428)
C (2.932, -3.547, -3.081)
N (2.191, -2.600, -2.533)
C (1.426, -0.974, 0.604)
C (0.154, -1.724, 1.016)
H (-3.380, -1.180, -0.918)
H (-4.160, -0.519, 0.527)
H (-2.135, 1.090, -1.083)
H (-3.892, 1.153, -1.369)
H (-3.402, 2.837, 2.815)
H (-2.087, 4.023, 2.556)
H (-1.426, 2.376, 4.358)
H (-1.713, 1.046, 3.196)
H (2.206, 2.483, 1.811)
H (2.707, 2.921, -0.576)
H (0.844, 3.251, -2.172)
H (-1.480, 3.108, -1.387)
H (-0.562, -2.538, -1.437)
H (-1.542, -1.105, -1.819)
H (0.445, 0.355, -1.421)
H (0.807, -0.895, -2.651)
H (3.703, -2.489, 0.471)
H (5.040, -4.261, -0.568)
H (4.537, -4.963, -2.913)
H (2.666, -3.799, -4.100)
H (1.288, 0.100, 0.769)
H (2.262, -1.310, 1.212)
H (0.309, -2.802, 0.885)
H (-0.101, -1.518, 2.057)

=====

Molecular formula: C21H24N4O5
Method: DFT, wB97M-V/def2-TZVPD

Results
total charge = 0
frontier orbital gap = 6.948 eV
DFT total energy = -38361.0087 eV
SMILES = O=C(Nc1ccccc1N1CCOCC1)c1ccc(N2CCOCC2)c([N+](=O)[O-])c1
HOMO level = -0.276 hartree
LUMO = -0.56 eV

CARTESIAN COORDINATES (ANGSTROEM)
O (-1.581, -0.165, 1.748)
C (-0.994, 0.447, 0.880)
N (-1.603, 1.287, -0.004)
C (-2.964, 1.666, 0.058)
C (-3.257, 3.020, -0.024)
C (-4.552, 3.481, 0.119)
C (-5.565, 2.570, 0.363)
C (-5.293, 1.218, 0.400)
C (-3.997, 0.719, 0.212)
N (-3.728, -0.632, 0.201)
C (-4.602, -1.599, 0.820)
C (-5.492, -2.287, -0.223)
O (-4.704, -2.881, -1.234)
C (-3.877, -1.925, -1.857)
C (-2.942, -1.238, -0.848)
C (0.475, 0.285, 0.670)
C (1.070, -0.886, 1.159)
C (2.406, -1.140, 0.991)
C (3.257, -0.228, 0.332)
N (4.555, -0.535, 0.067)
C (5.209, -0.245, -1.194)
C (6.646, 0.214, -0.937)
O (7.351, -0.776, -0.221)
C (6.722, -1.037, 1.007)
C (5.281, -1.538, 0.815)
C (2.670, 1.004, -0.045)
N (3.440, 2.142, -0.440)
O (4.583, 2.238, -0.031)
O (2.889, 2.990, -1.118)
C (1.301, 1.229, 0.091)
H (-1.016, 1.886, -0.566)
H (-2.447, 3.721, -0.173)
H (-4.762, 4.538, 0.060)
H (-6.580, 2.912, 0.502)
H (-6.109, 0.528, 0.551)
H (-5.198, -1.125, 1.598)
H (-3.964, -2.358, 1.288)
H (-6.069, -3.098, 0.226)
H (-6.181, -1.557, -0.675)
H (-3.302, -2.467, -2.610)
H (-4.497, -1.160, -2.352)
H (-2.346, -0.491, -1.368)
H (-2.275, -1.987, -0.404)
H (0.434, -1.602, 1.656)
H (2.805, -2.080, 1.333)
H (4.664, 0.499, -1.770)
H (5.242, -1.176, -1.781)
H (7.178, 0.353, -1.879)
H (6.630, 1.157, -0.375)
H (7.323, -1.797, 1.508)
H (6.699, -0.123, 1.619)
H (4.830, -1.678, 1.796)
H (5.298, -2.494, 0.274)
H (0.942, 2.201, -0.216)

=====

Molecular formula: C21H24N6O4
Method: DFT, wB97M-V/def2-TZVPD

Results
total charge = 0
frontier orbital gap = 8.860 eV
DFT total energy = -39298.1019 eV
SMILES = CCOC(=O)N1CCN(C(=O)Cn2nc(C)n3nc(-c4ccccc4)cc3c2=O)CC1
HOMO level = -0.310 hartree
LUMO = 0.42 eV

CARTESIAN COORDINATES (ANGSTROEM)
C (0.502, -1.277, -3.689)
C (0.989, -0.869, -2.311)
O (0.756, 0.533, -2.156)
C (1.100, 1.042, -0.956)
O (1.494, 0.370, -0.029)
N (0.958, 2.386, -0.909)
C (0.435, 3.174, -2.008)
C (-0.274, 4.413, -1.435)
N (-0.849, 4.048, -0.157)
C (-2.143, 3.655, -0.124)
O (-2.901, 3.872, -1.046)
C (-2.621, 2.886, 1.114)
N (-2.098, 1.533, 1.063)
N (-2.574, 0.809, 0.033)
C (-2.175, -0.388, -0.172)
C (-2.729, -1.200, -1.285)
N (-1.239, -0.953, 0.657)
N (-0.682, -2.144, 0.522)
C (0.183, -2.269, 1.529)
C (0.989, -3.469, 1.677)
C (0.824, -4.527, 0.782)
C (1.581, -5.674, 0.908)
C (2.515, -5.784, 1.926)
C (2.687, -4.738, 2.817)
C (1.931, -3.587, 2.697)
C (0.169, -1.114, 2.340)
C (-0.751, -0.276, 1.751)
C (-1.205, 1.073, 2.010)
O (-0.847, 1.781, 2.938)
C (0.163, 3.888, 0.861)
C (1.364, 3.113, 0.271)
H (0.635, -2.347, -3.819)
H (1.067, -0.753, -4.456)
H (-0.549, -1.027, -3.807)
H (2.062, -1.062, -2.197)
H (0.469, -1.419, -1.519)
H (-0.275, 2.556, -2.561)
H (1.243, 3.472, -2.689)
H (0.427, 5.237, -1.282)
H (-1.075, 4.736, -2.101)
H (-3.711, 2.839, 1.052)
H (-2.315, 3.338, 2.058)
H (-3.372, -1.981, -0.879)
H (-1.922, -1.685, -1.829)
H (-3.308, -0.560, -1.943)
H (0.093, -4.428, -0.005)
H (1.445, -6.488, 0.210)
H (3.107, -6.682, 2.024)
H (3.416, -4.820, 3.611)
H (2.077, -2.777, 3.394)
H (0.748, -0.902, 3.213)
H (0.496, 4.885, 1.179)
H (-0.226, 3.373, 1.736)
H (1.745, 2.387, 0.990)
H (2.172, 3.802, 0.000)

=====

Question: Number 3 is which compound?
Answer: C21H24N4O3